Formula: C24H49Br14NO4PS
Source: the Open Molecules 2025 dataset
Level of theory: the ωB97M-V functional and the def2-TZVPD basis

Computed properties:
- E_tot (eV) = -1036080.5542
- max |F| (eV Å⁻¹) = 0.8
- LUMO (spin up / spin down) (eV) = 0.207 / 0.192
- 2S+1 = 2
- <S²> = 0.754
- frontier orbital gap (spin up / spin down) (eV) = 8.25 / 9.49
- net charge = 0

Structure (XYZ):
```
94
C24H49Br14NO4PS the ωB97M-V functional and the def2-TZVPD basis
C 0.66987 -0.48977 1.17717
C 0.93682 -1.73655 0.31337
C 2.31225 -1.55424 -0.34874
C 1.00714 -3.02792 1.16127
C -0.28572 -3.87827 1.32196
C -0.58444 -4.20956 2.79969
S -0.72426 -2.85885 3.94859
O -1.52140 -1.81761 3.36547
O -1.05867 -3.41547 5.22556
P 0.06160 -5.49506 0.55598
O 0.25236 -5.52777 -0.90832
C -1.58755 -3.33949 0.65234
C -1.48679 -2.21104 -0.41524
C -2.24580 -0.97860 0.09967
C -2.18495 -2.66756 -1.69717
N -0.06856 -1.89177 -0.77293
O 0.36932 -2.48584 -1.81677
H 0.36878 -0.75032 2.19700
H 1.58651 0.09018 1.28479
H -0.07185 0.16790 0.73308
H 3.05114 -1.31004 0.42227
H 2.26748 -0.74085 -1.07748
H 2.63211 -2.47256 -0.84237
H 1.76933 -3.66063 0.68733
H 1.42960 -2.76147 2.13665
H 0.20417 -4.84651 3.22482
H -1.54538 -4.72870 2.90782
H 0.55432 -2.42105 4.02384
H -1.01614 -6.28437 1.01087
H 1.17017 -5.95370 1.30193
H -2.10128 -4.18758 0.18003
H -2.25123 -2.99144 1.44627
H -3.27816 -1.28801 0.29836
H -1.85986 -0.59330 1.04088
H -2.27168 -0.19405 -0.66268
H -2.04630 -1.93684 -2.49738
H -3.25789 -2.74222 -1.48752
H -1.82616 -3.64535 -2.02426
Br -1.67677 2.81586 0.67407
C -0.23391 3.99531 0.12460
C 0.30265 3.67308 -1.24349
Br 1.41534 2.07977 -1.27314
H 0.53508 3.92160 0.88904
H -0.65812 4.99691 0.12662
H 0.94576 4.48237 -1.58338
H -0.47736 3.48484 -1.97126
Br -4.15791 1.88690 4.52916
C -4.87318 0.13662 4.97271
C -4.33013 -0.93445 4.06122
Br -5.12632 -0.86451 2.28902
H -5.95434 0.21893 4.91842
H -4.57044 -0.05802 5.99951
H -4.56494 -1.92109 4.45478
H -3.25585 -0.84743 3.91559
Br -0.49184 0.82761 4.83964
C 0.75688 2.30385 4.65899
C 1.54477 2.16435 3.39170
Br 2.90454 0.78658 3.51507
H 1.37844 2.31542 5.54952
H 0.15447 3.20944 4.62400
H 2.07982 3.08395 3.15701
H 0.90806 1.88188 2.55456
Br -2.71128 2.91063 -3.66879
C -3.13221 4.62519 -4.48406
C -1.99837 5.60992 -4.37217
Br -1.83748 6.33274 -2.57106
H -4.03502 4.98460 -3.99937
H -3.34057 4.41163 -5.53037
H -2.17557 6.46867 -5.01585
H -1.04086 5.16022 -4.61829
Br 3.26150 5.44717 4.93245
C 4.71071 4.15046 4.97472
C 5.64443 4.29052 3.79989
Br 4.81994 3.63161 2.17229
H 4.24225 3.16978 4.99396
H 5.24060 4.32158 5.90912
H 6.52968 3.67964 3.96364
H 5.93689 5.31867 3.61048
Br -0.24745 -0.52411 -6.24409
C -0.63311 1.08787 -7.25421
C 0.52817 2.04908 -7.23883
Br 0.69298 2.92583 -5.51256
H -1.52680 1.52348 -6.81583
H -0.84045 0.76598 -8.27273
H 0.38451 2.84197 -7.96968
H 1.47412 1.54817 -7.42102
Br 3.66637 -1.76770 -4.48219
C 2.63273 -3.27455 -3.80544
C 2.43142 -4.33767 -4.84933
Br 1.11833 -3.81067 -6.18444
H 1.69726 -2.86637 -3.44254
H 3.19948 -3.67287 -2.96662
H 2.03935 -5.24047 -4.38585
H 3.34486 -4.56453 -5.39132
```

***

Formula: C24H49Br2ClFN2O22P2S4
Source: the Open Molecules 2025 dataset
Level of theory: the ωB97M-V functional and the def2-TZVPD basis

Computed properties:
- E_tot (eV) = -290950.0367
- max |F| (eV Å⁻¹) = 2.9
- LUMO (eV) = 1.571
- 2S+1 = 1
- frontier orbital gap (eV) = 6.81
- net charge = -1

Structure (XYZ):
```
107
C24H49Br2ClFN2O22P2S4 the ωB97M-V functional and the def2-TZVPD basis
C 1.13312 1.36535 4.39654
C 0.95812 0.10582 3.54940
O -0.23221 0.10147 2.78734
C -0.26224 1.08307 1.77613
C -0.49100 0.46869 0.40643
O -1.54320 -0.45401 0.31859
P -2.81568 -0.18344 -0.78727
C -4.33218 0.10498 -2.02768
N -4.32385 1.38032 -2.80614
C -2.97074 -2.06000 -1.16411
C -2.14388 -2.98346 -0.28911
C -2.30593 -4.44612 -0.67381
N -2.06538 -5.43815 0.36955
O -2.61497 -4.83052 -1.81054
C -1.61306 0.09240 -2.25291
F -1.22758 1.43990 -2.39418
C -0.39391 -0.81412 -2.33220
C 0.76074 -0.20926 -3.15959
O -2.89604 1.50872 -0.35302
C -3.53750 1.82435 0.79035
Cl -4.56951 3.29170 0.42769
C -4.32034 0.58564 1.34161
C -5.85665 0.73589 1.34298
Br -6.54926 1.85885 2.79384
C -6.62984 -0.58055 1.36677
C -7.96601 -0.47900 0.59900
P -3.48862 -0.04627 2.93037
O -4.73908 -0.87518 3.61194
Br -3.37145 1.72614 4.34359
O -4.01395 -0.48204 0.52126
H 1.68554 1.13137 5.30361
H 0.18220 1.83165 4.63144
H 1.73865 2.09827 3.86196
H 1.80105 -0.02918 2.87057
H 0.88421 -0.74625 4.21366
H 0.73100 1.54219 1.70698
H -0.95233 1.89780 1.99843
H -0.54488 1.28570 -0.31214
H 0.44355 -0.06479 0.18942
H -5.25832 0.09702 -1.45676
H -4.41753 -0.72262 -2.73559
H -4.12937 1.17687 -3.77573
H -5.21868 1.83766 -2.74576
H -2.84923 -2.27694 -2.21905
H -4.01085 -2.27990 -0.93074
H -2.41243 -2.87672 0.75803
H -1.07379 -2.78172 -0.35234
H -2.79309 -5.38481 1.06774
H -1.17361 -5.25692 0.80985
H -2.23014 -0.12701 -3.12422
H -0.00298 -1.08403 -1.35686
H -0.67724 -1.73836 -2.82727
H 1.27710 -1.02279 -3.65667
H 1.49016 0.29945 -2.53858
H 0.38900 0.45034 -3.93676
H -2.90879 2.18880 1.60184
H -6.14249 1.27135 0.44504
H -6.05215 -1.38667 0.92931
H -6.86211 -0.84142 2.39203
H -8.17673 -1.42817 0.11080
H -7.90984 0.26919 -0.18684
H -8.78362 -0.26749 1.28002
H -4.61516 -1.80444 3.42173
C 5.64940 0.26170 6.31896
C 4.87794 -0.12469 7.56438
O 3.77047 -0.88304 7.06575
S 4.21401 -1.70054 5.75998
O 4.54938 -3.02794 6.12566
O 3.28381 -1.42046 4.73187
O 5.57316 -0.89918 5.48380
H 5.18133 1.09894 5.79759
H 6.69062 0.49339 6.52450
H 4.51068 0.73480 8.11748
H 5.47084 -0.76243 8.22380
C 5.03277 -2.80656 -1.53563
C 4.18555 -3.98910 -1.95386
O 3.48208 -3.51705 -3.11250
S 4.40175 -2.49635 -3.93066
O 5.04307 -3.18271 -4.99268
O 3.66491 -1.30784 -4.14934
O 5.47964 -2.23499 -2.77585
H 4.44746 -2.05799 -0.99945
H 5.89228 -3.09372 -0.93634
H 3.47406 -4.28922 -1.19057
H 4.79931 -4.84505 -2.24253
C -1.38354 3.80164 -4.34821
C -2.69601 4.00128 -5.06763
O -2.51791 5.23742 -5.78763
S -0.99398 5.37596 -6.24500
O -0.86344 4.94856 -7.59258
O -0.52264 6.65096 -5.83858
O -0.38958 4.24692 -5.29822
H -1.31819 4.42468 -3.45597
H -1.20753 2.76557 -4.07734
H -3.53582 4.08738 -4.38508
H -2.88648 3.20455 -5.78977
C 6.40332 1.32137 -1.37694
C 7.79020 1.79484 -0.99567
O 7.84617 1.61013 0.42766
S 6.98362 0.32649 0.83967
O 7.84542 -0.79273 0.96675
O 6.08937 0.69990 1.87071
O 6.18110 0.17792 -0.53879
H 5.64316 2.07088 -1.15122
H 6.32796 1.02627 -2.41967
H 7.95875 2.84058 -1.23408
H 8.56649 1.18094 -1.45686
```

***

Formula: C24H49BrCl2N8O2P2S
Source: the Open Molecules 2025 dataset
Level of theory: the ωB97M-V functional and the def2-TZVPD basis

Computed properties:
- E_tot (eV) = -166194.2853
- max |F| (eV Å⁻¹) = 7.2
- relative energy (zero: lowest compared OMol25 entry of this formula, charge and spin) (kJ/mol) = 0.00
- LUMO (eV) = -1.034
- 2S+1 = 1
- frontier orbital gap (eV) = 6.81
- net charge = 0

Structure (XYZ):
```
89
C24H49BrCl2N8O2P2S the ωB97M-V functional and the def2-TZVPD basis
C -2.94424 10.41441 1.90070
C -3.30678 9.07645 1.20139
C -3.22816 7.86177 2.20258
Br -3.71243 8.33405 4.06092
C -3.93561 6.61332 1.69119
C -3.13252 5.55490 1.33559
C -3.64484 4.31484 0.83010
N -2.90171 3.25078 0.49384
S -4.02580 2.14704 0.02041
N -5.41778 2.97539 0.18082
C -5.08261 4.18487 0.66028
C -5.92939 5.29426 1.01759
C -5.39647 6.45103 1.52754
C -6.37389 7.57735 1.92683
Cl -7.90542 6.79840 2.57907
C -6.86900 8.49966 0.73132
C -6.63717 10.00089 1.09048
Cl -6.15537 8.03575 -0.86290
H -2.62261 11.18132 1.17135
H -3.78604 10.81248 2.48857
H -2.06579 10.23918 2.55199
H -2.49891 8.88655 0.46411
H -4.25257 9.09695 0.64562
H -2.15367 7.61004 2.24335
H -2.04544 5.67642 1.44148
H -7.00293 5.15683 0.85659
H -6.01770 8.21805 2.74159
H -7.95858 8.38725 0.61352
H -5.74336 10.06504 1.74258
H -6.37767 10.61011 0.20481
H -7.47842 10.43457 1.65571
O 2.79248 -0.52081 -0.87642
P 1.57755 -0.21888 -0.01394
N 2.47434 0.23365 1.38780
C 2.27455 -0.18406 2.75775
C 3.26499 1.45417 1.28238
N 1.02631 -1.86714 0.02483
C 1.41154 -2.78580 1.08002
C 1.13533 -2.56422 -1.25487
N 0.08511 0.26594 0.71892
C -0.11378 1.69687 0.94975
C -1.03171 -0.55201 1.15056
H 1.25742 0.00011 3.12858
H 2.94462 0.34662 3.43622
H 2.51920 -1.23708 2.89628
H 2.66759 2.34529 1.51840
H 3.66092 1.57693 0.27226
H 4.12946 1.43219 1.94977
H 2.50143 -2.89381 1.15831
H 0.98303 -3.77532 0.90625
H 1.00925 -2.47074 2.04377
H 2.15354 -2.92528 -1.44039
H 0.84424 -1.90805 -2.07691
H 0.45467 -3.41984 -1.28574
H 0.13278 1.96712 1.98355
H -1.14203 2.00735 0.75101
H 0.51660 2.28702 0.28200
H -0.85565 -0.96050 2.14990
H -1.24666 -1.36611 0.46410
H -1.95664 0.03225 1.19983
O 3.23360 -7.44941 -0.04054
P 3.94950 -7.77772 -1.34015
N 4.06372 -6.14893 -1.88856
C 3.75082 -5.61405 -3.19507
C 4.92702 -5.26408 -1.11223
N 2.60159 -8.64006 -2.02148
C 1.61334 -7.98757 -2.85784
C 1.90392 -9.50661 -1.07191
N 4.93440 -8.34549 -2.65101
C 6.34190 -7.95679 -2.64476
C 4.56457 -9.17180 -3.78448
H 4.28347 -6.11550 -4.01441
H 4.01024 -4.55688 -3.27229
H 2.67943 -5.64537 -3.39348
H 5.97258 -5.32687 -1.44260
H 4.89710 -5.52123 -0.05144
H 4.60480 -4.22297 -1.18431
H 1.12863 -7.14489 -2.34670
H 0.83750 -8.69447 -3.16140
H 2.05538 -7.63785 -3.79156
H 1.20564 -8.94854 -0.43851
H 2.61611 -10.02428 -0.42772
H 1.34519 -10.28053 -1.60601
H 6.51442 -7.08828 -3.28992
H 6.99101 -8.76759 -2.98154
H 6.66902 -7.70296 -1.63543
H 4.12530 -8.56761 -4.58359
H 3.87512 -9.96732 -3.51702
H 5.43706 -9.68012 -4.20703
```

***

Formula: C24H49FN2O7S
Source: the Open Molecules 2025 dataset
Level of theory: the ωB97M-V functional and the def2-TZVPD basis

Computed properties:
- E_tot (eV) = -56537.0211
- max |F| (eV Å⁻¹) = 9.0
- LUMO (eV) = -1.106
- 2S+1 = 1
- frontier orbital gap (eV) = 8.24
- net charge = 0

Structure (XYZ):
```
84
C24H49FN2O7S the ωB97M-V functional and the def2-TZVPD basis
H 4.31378 5.02600 -0.03271
N 3.36631 4.93302 0.39778
C 3.41381 4.11049 1.52496
C 2.00482 3.87891 2.33519
C 4.88076 3.49683 1.91757
N 5.03750 2.00961 1.75468
C 4.17713 1.41259 0.67145
C 4.53968 1.97893 -0.86038
C 5.20109 0.75686 -1.73302
C 4.08583 -0.41932 -2.11366
C 3.60664 -0.32603 -3.68822
C 2.70631 1.06349 -3.90151
C 1.27397 0.75649 -4.70833
C -0.00440 0.76333 -3.68099
C -1.31720 0.20215 -4.51636
C -2.75024 0.48529 -3.76653
C -2.69117 0.42862 -2.12461
C -4.01549 -0.39037 -1.53749
O -3.58624 -1.58994 -0.78366
C -3.09251 -2.64811 -1.68513
S 4.98924 1.12702 3.25504
O 6.08673 1.75931 4.19763
O 5.54421 -0.31472 2.92922
F 3.44320 1.02700 3.98967
H 1.13283 4.26473 1.62074
H 1.75534 2.75841 2.57142
H 1.93833 4.57885 3.29510
H 5.73927 3.99954 1.25711
H 5.10637 3.87474 3.02758
H 4.46339 0.25397 0.62241
H 3.01599 1.42662 0.89212
H 5.36783 2.83197 -0.78996
H 3.60476 2.49227 -1.36327
H 5.76837 1.17415 -2.67115
H 5.98703 0.22494 -1.00957
H 3.18247 -0.36269 -1.35186
H 4.61954 -1.46102 -1.91512
H 2.87890 -1.25053 -3.88589
H 4.50182 -0.40314 -4.44583
H 2.38664 1.45821 -2.84638
H 3.35077 1.82256 -4.52352
H 1.21647 1.57466 -5.55645
H 1.34755 -0.32871 -5.15916
H -0.30308 1.85810 -3.31595
H 0.17365 0.02342 -2.79198
H -1.28839 0.71307 -5.59067
H -1.15151 -0.95401 -4.72163
H -3.56991 -0.28989 -4.14258
H -3.09542 1.57044 -4.08729
H -1.75113 -0.17599 -1.70730
H -2.61509 1.49840 -1.64310
H -4.80404 -0.65157 -2.37817
H -4.58161 0.31048 -0.75698
H -2.78015 -3.55727 -0.99051
H -3.93173 -2.93347 -2.45401
H -2.10911 -2.30854 -2.23780
C 4.19404 -1.51104 6.59865
C 2.97305 -1.65986 5.71314
O 2.52540 -3.02690 5.67965
C 1.69235 -3.58294 6.58637
C 1.43083 -2.85753 7.87297
O 1.22195 -4.70373 6.39576
H 3.97430 -1.77791 7.63512
H 4.56439 -0.48311 6.57632
H 4.99287 -2.18152 6.26286
H 2.15993 -0.98583 5.99989
H 3.24233 -1.39721 4.68454
H 2.13637 -3.20091 8.63277
H 0.40996 -3.08370 8.19761
H 1.48552 -1.77247 7.78410
C -10.17910 -2.51439 -1.13867
C -8.76718 -2.26855 -0.64558
O -7.82389 -2.34005 -1.72973
C -7.50986 -1.30693 -2.54173
C -8.38204 -0.08660 -2.53461
O -6.57278 -1.39897 -3.33368
H -10.49268 -1.75312 -1.85694
H -10.88489 -2.51555 -0.30432
H -10.24054 -3.47907 -1.65446
H -8.66974 -1.32484 -0.10002
H -8.49042 -3.06088 0.05809
H -9.14503 -0.18165 -3.31038
H -7.75751 0.78758 -2.74558
H -8.85755 0.10753 -1.57314
```

***

Formula: C24H50BClF4P2Si2Sn
Source: the Open Molecules 2025 dataset
Level of theory: the ωB97M-V functional and the def2-TZVPD basis

Computed properties:
- E_tot (eV) = -89940.8052
- max |F| (eV Å⁻¹) = 1.6
- relative energy (zero: lowest compared OMol25 entry of this formula, charge and spin) (kJ/mol) = 0.00
- LUMO (eV) = -0.583
- 2S+1 = 1
- frontier orbital gap (eV) = 6.64
- net charge = 0

Structure (XYZ):
```
85
C24H50BClF4P2Si2Sn the ωB97M-V functional and the def2-TZVPD basis
Sn -0.02859 0.01121 -1.03178
C -1.92627 -0.02338 2.28299
C -2.14062 1.14876 1.51985
C -2.66104 0.71459 0.25445
Si -1.55139 2.81188 2.16622
C -2.66021 -0.71323 0.23703
C -2.14327 -1.17664 1.49554
Si -1.55345 -2.85345 2.10392
H -1.62064 -0.03781 3.32421
H -3.08002 1.37411 -0.50838
H -3.07753 -1.35939 -0.53447
Cl 2.96039 0.06878 -5.04743
C -1.25020 -2.79908 3.94298
C -2.83886 -4.12402 1.66752
C -1.24861 2.71454 4.00396
C -2.83782 4.09083 1.75979
H -3.81047 -3.77408 2.04252
H -2.61487 -5.07097 2.17772
H -2.93993 -4.31980 0.59365
H -0.38134 -2.15169 4.13506
H -1.03523 -3.80750 4.32555
H -2.12175 -2.39181 4.47453
H -3.81605 3.71409 2.08888
H -2.90945 4.34155 0.69495
H -2.63254 5.00940 2.32664
H -2.11868 2.29290 4.52673
H -1.03500 3.71466 4.40839
H -0.37869 2.06396 4.17930
C 0.11941 -3.20946 1.27494
C 0.12099 3.18287 1.34347
P 0.35481 -2.66090 -0.45298
H 0.30846 -4.29362 1.36401
H 0.89535 -2.70704 1.88155
P 0.35608 2.67048 -0.39599
H 0.89657 2.66707 1.93922
H 0.30898 4.26512 1.45527
C 2.03117 3.32497 -0.90942
C -0.88755 3.60765 -1.42435
C -0.89029 -3.57558 -1.50049
C 2.03018 -3.30381 -0.98252
C 3.11212 -2.22420 -0.84033
H 1.89710 -3.52868 -2.05557
C 2.44630 -4.57122 -0.24005
H 2.58921 -4.36972 0.83086
H 3.40306 -4.91327 -0.65624
H 1.72631 -5.38850 -0.35822
H 2.91401 -1.36299 -1.49107
H 4.08549 -2.64295 -1.13307
H 3.18917 -1.86431 0.19675
H -1.86253 -3.33436 -1.04135
C -0.68449 -5.09080 -1.47483
C -0.88786 -3.02766 -2.93370
H -0.71510 -5.51467 -0.46265
H 0.26248 -5.37884 -1.95060
H -1.48983 -5.56758 -2.05054
H -1.08600 -1.94673 -2.97490
H -1.67218 -3.52958 -3.51635
H 0.07244 -3.22700 -3.42782
H -1.86038 3.35285 -0.97372
C -0.87859 3.09402 -2.86992
C -0.68526 5.12236 -1.36086
H -0.71833 5.52123 -0.33838
H -1.49132 5.61039 -1.92611
H 0.26146 5.42411 -1.82881
H -1.07339 2.01393 -2.93773
H 0.08213 3.30870 -3.35653
H -1.66314 3.60667 -3.44229
C 3.11340 2.24290 -0.78988
C 2.44641 4.57684 -0.14021
H 1.89893 3.57250 -1.97742
H 2.59025 4.35208 0.92594
H 1.72544 5.39573 -0.24037
H 3.40260 4.92856 -0.54968
H 3.19129 1.86203 0.23950
H 4.08661 2.66805 -1.07367
H 2.91548 1.39472 -1.45761
C 1.20076 0.03647 -4.82522
H 0.90743 0.04622 -3.75548
H 0.78289 0.91837 -5.33672
H 0.82069 -0.87501 -5.31155
F 1.52111 -0.01089 0.93263
B 1.92093 -0.02582 2.40882
F 2.63863 -1.20149 2.59598
F 2.63849 1.14581 2.61933
F 0.73377 -0.03442 3.14659
```